The following is a quantum chemistry calculation of C23H58NbO7 as an isolated structure in a non-equilibrium geometry, from the OMol25 dataset.

Output
2S+1 = 1
LUMO = 2.12 eV
frontier orbital gap = 6.354 eV
net charge = -1
largest force on an atom = 9.885 eV/Å

Each line ends with the Löwdin charge.
CARTESIAN COORDINATES (ANGSTROEM)
C: -2.8677 -4.3302 -0.8144  -0.134
C: -2.9227 -3.0358 -1.3459  -0.341
Nb: -3.1084 -0.8091 -1.9631  1.313
C: -2.2009 -1.2182 -4.0120  -0.483
C: -0.7327 -1.9468 -3.9954  -0.287
C: 0.5218 -0.9404 -3.5995  -0.227
O: 0.9098 -0.0384 -4.7321  -0.258
C: 2.3581 0.2425 -4.5860  -0.146
C: -4.1044 -0.3709 0.0441  -0.482
O: -3.1795 -0.0967 1.1546  -0.377
C: -2.2257 0.9778 0.8413  -0.206
H: -2.5891 -5.2945 -0.1706  0.008
H: -4.7624 -1.0683 -2.6945  -0.147
H: -3.1361 0.9755 -2.3091  -0.123
H: -1.4306 -0.5918 -1.3238  -0.100
H: -2.9446 -1.8938 -4.6524  0.037
H: -2.0962 -0.1633 -4.5593  0.043
H: -0.5264 -2.3086 -5.1103  0.102
H: -0.7023 -2.8807 -3.2537  0.090
H: 0.1916 -0.2230 -2.7319  0.084
H: 1.4569 -1.6033 -3.2735  0.109
H: 2.6221 1.2842 -5.0640  0.090
H: 3.0421 -0.5543 -5.1108  0.093
H: 2.6875 0.3015 -3.4511  0.087
H: -4.6911 -1.3667 0.3438  0.059
H: -4.9518 0.4555 -0.0925  0.057
H: -2.5848 1.7419 0.0310  0.072
H: -1.1942 0.4494 0.5770  0.063
H: -2.0010 1.6140 1.8232  0.084
C: 1.3664 4.1239 -2.9808  -0.063
C: 1.6671 3.5611 -1.6008  -0.495
C: 3.1633 3.5160 -1.3345  -0.060
O: 1.1297 2.2448 -1.5003  -0.059
H: 1.8105 3.4993 -3.7641  0.070
H: 0.2866 4.1388 -3.1634  0.084
H: 1.7535 5.1423 -3.0846  0.075
H: 1.1757 4.1747 -0.8380  0.138
H: 3.6711 2.8700 -2.0593  0.081
H: 3.3652 3.0975 -0.3428  0.055
H: 3.6042 4.5163 -1.3890  0.080
H: 1.5603 1.6928 -2.1740  0.056
C: 4.1897 -3.9445 -0.4873  -0.066
C: 3.8056 -3.0579 -1.6612  -0.506
C: 4.0447 -3.7606 -2.9880  -0.066
O: 4.5733 -1.8577 -1.6174  -0.064
H: 5.2539 -4.2033 -0.5233  0.077
H: 4.0241 -3.4213 0.4605  0.076
H: 3.6051 -4.8697 -0.4837  0.081
H: 2.7506 -2.7751 -1.5791  0.133
H: 5.1037 -4.0129 -3.1128  0.078
H: 3.7755 -3.1062 -3.8240  0.070
H: 3.4556 -4.6803 -3.0594  0.082
H: 5.5117 -2.0991 -1.6896  0.088
C: 3.6652 1.8962 2.6244  -0.063
C: 5.0480 2.5264 2.5764  -0.501
C: 5.4902 2.9979 3.9525  -0.072
O: 5.0309 3.6347 1.6804  -0.071
H: 2.9169 2.6186 2.9691  0.088
H: 3.3548 1.5727 1.6251  0.080
H: 3.6491 1.0303 3.2937  0.067
H: 5.7699 1.8008 2.1863  0.139
H: 4.8067 3.7595 4.3443  0.079
H: 6.4817 3.4604 3.9005  0.075
H: 5.5289 2.1651 4.6616  0.078
H: 4.3925 4.2843 2.0189  0.093
C: -0.6143 -1.1292 4.0149  -0.058
C: 0.8290 -1.0972 3.5379  -0.493
C: 1.5359 -2.4128 3.8222  -0.068
O: 1.5201 -0.0381 4.1953  -0.075
H: -0.6659 -1.2909 5.0974  0.076
H: -1.1069 -0.1716 3.8150  0.076
H: -1.1774 -1.9239 3.5157  0.088
H: 0.8569 -0.8890 2.4629  0.143
H: 1.5607 -2.6201 4.8979  0.076
H: 2.5771 -2.3709 3.4849  0.074
H: 1.0373 -3.2460 3.3172  0.082
H: 1.5005 -0.2145 5.1506  0.091
C: -9.3571 0.9456 2.4478  -0.078
C: -8.1739 0.5347 1.5859  -0.501
C: -7.0796 -0.1130 2.4192  -0.058
O: -7.6480 1.6840 0.9271  -0.062
H: -9.0555 1.6798 3.2033  0.076
H: -10.1315 1.4214 1.8367  0.075
H: -9.7943 0.0806 2.9562  0.075
H: -8.5081 -0.1632 0.8106  0.141
H: -6.6972 0.5836 3.1737  0.084
H: -6.2294 -0.3923 1.7877  0.050
H: -7.4485 -1.0098 2.9268  0.079
H: -7.3488 2.3094 1.6078  0.091